1.
{
  "formula": "C10H38N6O8",
  "method": "ωB97M-V/def2-TZVPD",
  "symbols": ["O", "H", "H", "O", "H", "H", "O", "H", "H", "O", "H", "H", "C", "O", "N", "N", "H", "H", "H", "H", "C", "O", "N", "N", "H", "H", "H", "H", "C", "C", "C", "O", "C", "N", "H", "H", "H", "H", "H", "H", "H", "H", "H", "H", "H", "C", "C", "C", "O", "C", "N", "H", "H", "H", "H", "H", "H", "H", "H", "H", "H", "H"],
  "xyz": [[10.38, 7.17, 12.58], [10.82, 7.63, 11.88], [10.85, 6.31, 12.52], [13.56, 11.70, 7.69], [12.81, 11.48, 7.14], [13.46, 12.63, 7.80], [13.73, 9.14, 9.08], [14.37, 8.83, 9.75], [13.89, 10.04, 8.70], [11.42, 7.41, 10.01], [11.13, 6.53, 9.71], [12.22, 7.60, 9.54], [12.35, 6.15, 6.72], [12.37, 5.71, 7.85], [12.76, 7.47, 6.48], [12.03, 5.34, 5.63], [12.74, 8.02, 5.62], [13.04, 7.89, 7.33], [12.43, 5.65, 4.73], [11.86, 4.36, 5.71], [10.47, 10.43, 6.93], [11.43, 10.66, 6.15], [9.17, 10.30, 6.47], [10.72, 10.29, 8.31], [9.05, 10.85, 5.60], [8.39, 10.24, 7.12], [11.36, 9.59, 8.56], [9.86, 10.40, 8.85], [7.12, 7.24, 8.52], [6.92, 8.41, 9.50], [6.76, 7.93, 10.95], [6.49, 9.00, 11.82], [6.39, 8.64, 13.21], [8.09, 9.24, 9.35], [8.05, 6.76, 8.74], [7.10, 7.66, 7.51], [6.26, 6.48, 8.57], [5.98, 8.99, 9.23], [7.68, 7.40, 11.20], [5.98, 7.20, 11.00], [5.38, 8.33, 13.33], [6.47, 9.61, 13.75], [7.20, 7.94, 13.54], [8.85, 8.70, 8.93], [8.40, 9.33, 10.29], [13.95, 7.11, 11.96], [13.76, 8.60, 12.20], [13.45, 8.98, 13.66], [13.61, 10.40, 13.86], [14.92, 10.71, 14.49], [14.96, 9.20, 11.65], [13.88, 6.89, 10.89], [13.25, 6.40, 12.40], [15.00, 6.87, 12.27], [12.96, 9.04, 11.53], [13.93, 8.48, 14.44], [12.37, 8.81, 13.88], [14.63, 11.13, 15.47], [15.40, 11.47, 13.87], [15.51, 9.84, 14.62], [15.09, 10.17, 11.83], [15.73, 8.76, 12.11]],
  "lowdin_charge": [-0.0714, -0.0358, 0.0485, -0.0470, -0.0090, 0.0277, -0.0906, 0.0127, 0.0389, -0.0695, 0.0579, -0.0153, -0.6397, 0.0206, 0.1683, 0.1358, 0.1152, 0.0330, 0.1055, 0.0868, -0.5858, -0.0369, 0.1530, 0.1679, 0.1196, 0.0740, 0.0427, 0.0693, -0.0580, -0.4330, -0.2350, -0.1918, -0.0745, 0.0293, 0.0617, 0.0744, 0.1025, 0.1536, 0.1223, 0.1147, 0.0711, 0.0935, 0.1012, 0.0533, 0.0666, -0.0565, -0.4277, -0.1806, -0.2045, -0.0691, 0.0329, 0.0693, 0.0756, 0.0933, 0.1375, 0.0927, 0.1276, 0.0889, 0.0829, 0.0608, 0.0714, 0.0767],
  "energy_ev": -36307.83268,
  "de_lowest_kj_mol": 0.0,
  "homo_lumo_gap_ev": 10.01,
  "homo_energy_ev": -9.320,
  "smiles": "COC[C@H](C)N.COC[C@H](C)N.NC(N)=O.NC(N)=O.O.O.O.O",
  "lumo_energy_ev": 0.7
}

***

2.
{
  "formula": "C8H12N2O2S2",
  "method": "ωB97M-V/def2-TZVPD",
  "symbols": ["C", "C", "C", "C", "C", "C", "C", "C", "N", "N", "O", "O", "S", "S", "H", "H", "H", "H", "H", "H", "H", "H", "H", "H", "H", "H"],
  "xyz": [[-0.90, -0.62, 1.07], [-0.75, 0.01, -1.30], [-5.04, 0.35, 0.83], [-3.74, 0.57, 0.68], [1.50, -0.08, -0.17], [2.94, 1.39, 1.66], [3.82, -1.63, -1.09], [-2.86, -0.53, -0.17], [0.56, 0.16, -1.28], [-1.39, -0.26, -0.07], [-0.94, -1.04, 2.15], [-1.38, 0.19, -2.31], [2.52, 1.37, -0.09], [2.16, -1.77, -0.23], [-5.77, 0.95, 1.30], [-5.62, -0.56, 0.49], [-3.26, 1.50, 0.96], [3.88, 0.85, 1.77], [2.26, 0.99, 2.39], [3.11, 2.37, 2.02], [4.12, -0.60, -1.06], [3.88, -1.99, -2.20], [4.54, -2.30, -0.70], [-3.05, -0.40, -1.20], [-3.09, -1.45, 0.40], [0.99, 0.46, -2.07]],
  "lowdin_charge": [-0.1787, -0.5249, -0.0168, -0.1000, -0.8972, -0.4042, -0.4111, -0.0458, -0.0256, 0.0523, 0.2317, 0.0989, 0.8144, 0.7483, 0.0348, 0.0879, 0.0934, 0.0330, 0.0371, 0.0100, -0.0250, 0.0670, -0.0035, 0.0971, 0.1348, 0.0924],
  "energy_ev": -37231.58613,
  "de_lowest_kj_mol": 434.9,
  "homo_lumo_gap_ev": [7.50, 6.72],
  "homo_energy_ev": [-7.445, -7.159],
  "lumo_energy_ev": [0.1, -0.4]
}

***

3.
{
  "formula": "C4H8O",
  "method": "ωB97M-V/def2-TZVPD",
  "symbols": ["C", "C", "O", "C", "C", "H", "H", "H", "H", "H", "H", "H", "H"],
  "xyz": [[-1.26, 0.05, 1.70], [1.05, 0.27, -1.47], [1.55, -1.07, -1.51], [0.24, 0.61, -0.23], [-0.40, -0.29, 0.53], [-1.85, -0.81, 2.01], [-1.93, 0.89, 1.47], [-0.68, 0.30, 2.60], [0.58, 0.51, -2.41], [1.97, 0.83, -1.25], [0.79, -1.66, -1.53], [-0.03, 1.67, -0.24], [-0.02, -1.29, 0.33]],
  "lowdin_charge": [-0.1076, -0.2573, -0.0847, -0.1066, -0.1685, 0.0656, 0.0753, 0.0763, 0.1126, 0.1189, 0.0720, 0.1092, 0.0948],
  "energy_ev": -6323.93614,
  "de_lowest_kj_mol": 118.8,
  "homo_lumo_gap_ev": 10.41,
  "homo_energy_ev": -9.390,
  "smiles": "C/C=C/CO",
  "lumo_energy_ev": 1.0
}

***

4.
{
  "formula": "C21H16N2O6S6Tl",
  "method": "ωB97M-V/def2-TZVPD",
  "symbols": ["Tl", "C", "O", "C", "C", "C", "C", "C", "C", "N", "N", "C", "C", "O", "C", "C", "C", "C", "C", "C", "C", "C", "H", "H", "H", "H", "H", "H", "H", "H", "H", "H", "H", "H", "H", "O", "S", "O", "O", "O", "C", "S", "C", "C", "S", "S", "C", "S", "S", "H", "H", "H"],
  "xyz": [[0.40, -1.52, 0.53], [-0.55, 0.26, -2.52], [0.53, 0.12, -1.59], [1.79, 0.10, -2.07], [2.13, 0.25, -3.41], [3.46, 0.24, -3.80], [4.47, 0.09, -2.86], [4.14, -0.08, -1.52], [2.81, -0.07, -1.12], [2.43, -0.30, 0.23], [3.24, 0.19, 1.07], [3.13, 0.00, 2.41], [2.31, -0.97, 3.05], [1.51, -1.78, 2.48], [2.42, -1.09, 4.49], [3.27, -0.32, 5.21], [4.11, 0.65, 4.59], [4.99, 1.44, 5.35], [5.80, 2.37, 4.75], [5.74, 2.54, 3.36], [4.88, 1.78, 2.60], [4.05, 0.81, 3.19], [-0.57, -0.59, -3.21], [-0.44, 1.19, -3.07], [-1.45, 0.28, -1.92], [1.35, 0.37, -4.15], [3.71, 0.36, -4.85], [5.51, 0.08, -3.17], [4.90, -0.22, -0.77], [1.79, -1.83, 4.96], [3.32, -0.44, 6.29], [5.02, 1.30, 6.42], [6.48, 2.98, 5.34], [6.37, 3.27, 2.88], [4.83, 1.93, 1.53], [-3.21, -0.65, 1.74], [-2.24, -0.30, 0.72], [-2.56, 0.88, -0.05], [-1.93, -1.48, -0.18], [-0.85, -0.08, 1.43], [-2.47, -3.73, 2.27], [-0.88, -4.13, 1.50], [-1.34, -4.36, -0.17], [-0.52, -4.03, -1.19], [1.07, -3.31, -1.04], [-1.17, -4.27, -2.79], [-2.71, -4.90, -2.32], [-3.86, -5.40, -3.39], [-2.91, -4.96, -0.61], [-2.23, -3.46, 3.29], [-3.12, -4.61, 2.28], [-2.93, -2.88, 1.78]],
  "lowdin_charge": [0.7983, -0.0344, -0.1506, -0.2489, -0.0126, -0.0887, -0.0976, -0.0208, -0.1890, 0.0027, 0.1035, -0.1297, -0.3229, -0.1236, 0.0075, -0.0219, -0.1798, -0.0519, -0.1046, -0.0930, -0.0311, -0.1008, 0.1033, 0.1024, 0.0640, 0.1043, 0.0997, 0.0963, 0.1097, 0.1172, 0.1116, 0.1058, 0.0930, 0.0963, 0.1001, -0.3379, 0.3219, -0.3316, -0.4381, -0.4187, -0.3598, 0.8741, -0.9879, -1.1273, 0.6336, 0.9152, -1.4995, 0.5012, 0.9457, 0.0498, 0.0290, 0.0161],
  "energy_ev": -107008.90388,
  "total_charge": -1,
  "de_lowest_kj_mol": 0.0,
  "homo_lumo_gap_ev": 7.05,
  "homo_energy_ev": -5.430,
  "lumo_energy_ev": 1.6
}

***

5.
{
  "formula": "C6H12O",
  "method": "ωB97M-V/def2-TZVPD",
  "symbols": ["C", "C", "C", "O", "C", "C", "C", "H", "H", "H", "H", "H", "H", "H", "H", "H", "H", "H", "H"],
  "xyz": [[-0.26, 1.09, 1.84], [-0.33, -0.75, 0.57], [-1.62, -1.37, 0.17], [-0.42, 1.05, 0.26], [0.41, 0.06, -0.42], [1.91, 0.22, -0.22], [0.04, 0.07, -1.89], [-0.69, 2.04, 2.05], [0.77, 1.13, 2.12], [-0.74, 0.38, 2.50], [-1.36, -2.40, -0.11], [-2.17, -0.92, -0.67], [-2.31, -1.45, 1.02], [2.43, -0.61, -0.71], [2.27, 1.16, -0.66], [2.18, 0.19, 0.84], [0.48, 0.94, -2.39], [-1.05, 0.11, -2.03], [0.43, -0.83, -2.37]],
  "lowdin_charge": [-0.0241, -0.0593, -0.1178, -0.0997, -0.6011, -0.0253, -0.0216, 0.0735, 0.0698, 0.0694, 0.0957, 0.0653, 0.0702, 0.0917, 0.0889, 0.0707, 0.0860, 0.0724, 0.0954],
  "energy_ev": -8459.10958,
  "de_lowest_kj_mol": 506.0,
  "homo_lumo_gap_ev": 8.45,
  "homo_energy_ev": -7.413,
  "lumo_energy_ev": 1.0
}

***

6.
{
  "formula": "C22H26CoF4N4O",
  "method": "ωB97M-V/def2-TZVPD",
  "symbols": ["Co", "C", "N", "C", "C", "C", "N", "C", "C", "F", "C", "F", "C", "C", "F", "C", "F", "H", "H", "H", "H", "H", "H", "H", "H", "H", "H", "H", "N", "C", "O", "C", "C", "C", "N", "C", "C", "H", "H", "H", "H", "H", "H", "C", "C", "C", "C", "C", "C", "H", "H", "H", "H", "H", "H", "H", "H", "H"],
  "xyz": [[0.04, 0.25, -0.83], [2.51, 0.23, -2.73], [2.14, 0.51, -1.34], [3.02, -0.22, -0.42], [2.19, 1.96, -1.05], [1.08, 2.71, -1.78], [-0.15, 1.93, -1.64], [-1.36, 2.51, -1.87], [-2.52, 1.76, -1.60], [-2.36, 0.49, -1.14], [-3.80, 2.23, -1.81], [-4.84, 1.43, -1.52], [-4.02, 3.50, -2.31], [-2.90, 4.25, -2.61], [-3.05, 5.48, -3.12], [-1.62, 3.79, -2.41], [-0.60, 4.60, -2.77], [3.52, 0.59, -2.95], [1.81, 0.71, -3.41], [2.49, -0.84, -2.90], [4.06, 0.10, -0.53], [2.95, -1.28, -0.63], [2.68, -0.04, 0.60], [3.17, 2.37, -1.31], [2.03, 2.06, 0.02], [1.33, 2.88, -2.83], [1.00, 3.69, -1.32], [-5.02, 3.88, -2.47], [-0.79, -6.72, -0.01], [-0.17, -6.04, -1.01], [0.29, -6.58, -1.99], [-0.13, -4.54, -0.86], [0.12, -3.79, -2.00], [0.17, -2.42, -1.90], [0.01, -1.77, -0.74], [-0.22, -2.48, 0.36], [-0.30, -3.86, 0.34], [-0.91, -7.71, -0.14], [-1.36, -6.26, 0.68], [0.28, -4.29, -2.95], [0.35, -1.80, -2.77], [-0.33, -1.91, 1.27], [-0.46, -4.38, 1.28], [1.42, 0.79, 4.26], [-0.02, 0.84, 3.73], [-0.85, -0.27, 4.41], [-0.64, 2.20, 4.05], [-0.01, 0.63, 2.27], [-0.01, 0.45, 1.07], [1.43, 0.94, 5.35], [2.02, 1.57, 3.80], [1.88, -0.17, 4.04], [-0.87, -0.11, 5.49], [-0.42, -1.25, 4.21], [-1.87, -0.26, 4.03], [-0.65, 2.37, 5.13], [-1.66, 2.26, 3.68], [-0.07, 3.00, 3.58]],
  "mulliken_spin": [1.0231, 0.0066, 0.0426, -0.0114, -0.0045, -0.0034, -0.0329, -0.0108, 0.0019, 0.0037, 0.0080, 0.0001, 0.0013, 0.0001, -0.0001, -0.0010, 0.0000, 0.0016, 0.0019, -0.0007, -0.0016, -0.0015, 0.0058, -0.0013, 0.0009, -0.0013, 0.0006, 0.0001, -0.0001, 0.0001, -0.0002, -0.0015, -0.0007, 0.0029, -0.0143, -0.0037, 0.0031, 0.0000, 0.0000, 0.0002, -0.0025, 0.0027, 0.0002, -0.0017, -0.0049, -0.0002, -0.0010, -0.0139, 0.0083, 0.0003, -0.0002, -0.0003, -0.0001, 0.0000, -0.0001, -0.0002, -0.0001, 0.0001],
  "energy_ev": -79738.78469,
  "de_lowest_kj_mol": 0.0,
  "homo_lumo_gap_ev": [6.71, 6.84],
  "homo_energy_ev": [-7.297, -7.416],
  "multiplicity": 2,
  "lumo_energy_ev": [-0.6, -0.6]
}